[1]
Entry from the Open Molecules 2025 dataset: C10H42BN2O10Zr as an isolated structure at a distorted geometry (wB97M-V/def2-TZVPD).

```
! wB97M-V def2-TZVPD RIJCOSX def2/J DEFGRID3
* xyz 1 1
Zr 0.579 -0.791 4.050
B -3.944 -1.736 3.536
H -4.314 -2.041 4.502
H -4.176 -0.683 3.494
H -2.877 -1.876 3.453
H -4.437 -2.346 2.795
O 1.545 -1.662 2.252
C 0.882 -1.296 0.995
C -0.546 -0.554 1.165
O -0.906 -0.121 2.518
H 0.722 -2.247 0.486
H 1.531 -0.914 0.207
H -1.383 -1.229 0.984
H -0.686 0.195 0.386
C -1.128 -1.065 -6.755
C -2.276 -1.263 -5.707
C -2.108 -0.205 -4.629
O -2.800 -0.556 -3.368
C -2.866 0.485 -2.368
N -3.506 -0.999 -6.434
H -1.279 -0.142 -7.314
H -1.113 -1.826 -7.536
H -0.137 -1.014 -6.302
H -2.214 -2.288 -5.340
H -2.300 0.768 -5.082
H -1.041 -0.073 -4.453
H -3.032 -0.132 -1.485
H -3.735 1.133 -2.483
H -1.884 0.903 -2.147
H -3.642 -1.751 -7.094
H -4.229 -1.109 -5.738
C 3.264 1.717 0.240
C 4.517 1.787 1.109
C 4.701 3.233 1.682
O 4.870 4.135 0.620
C 5.327 5.398 1.048
N 4.542 0.785 2.156
H 3.182 2.560 -0.446
H 2.412 1.752 0.919
H 3.206 0.772 -0.301
H 5.404 1.546 0.522
H 5.555 3.118 2.350
H 3.874 3.584 2.299
H 5.074 6.088 0.243
H 6.386 5.331 1.296
H 4.881 5.674 2.003
H 4.722 -0.143 1.802
H 5.393 0.833 2.698
O 1.994 0.809 3.490
H 2.064 1.679 3.883
H 2.836 0.672 3.057
O -2.055 -3.680 2.095
H -1.104 -3.668 1.987
H -2.394 -3.334 1.269
O -4.210 0.032 1.234
H -3.527 -0.547 1.571
H -3.740 0.811 0.937
O -2.774 2.188 3.452
H -2.254 1.504 3.031
H -2.787 1.943 4.378
O -3.121 -2.765 -0.121
H -3.017 -2.628 -1.063
H -4.063 -2.688 0.029
O 3.095 -4.055 1.397
H 2.519 -3.313 1.581
H 2.529 -4.697 0.968
*
```

These are the Löwdin partial charges, in e, on atoms 1 to 5: 2.041, -0.293, -0.040, -0.028, -0.061

=====

[2]
Entry from the Open Molecules 2025 dataset: a 40-piece molecular cluster, H80O40 overall at a distorted geometry (wB97M-V/def2-TZVPD).

Computed properties:
ΔE to the lowest compared entry with this formula, charge and spin	1240.18	kJ/mol

```
! wB97M-V def2-TZVPD RIJCOSX def2/J DEFGRID3
* xyz 0 1
H 5.131 -2.543 1.366
H 5.057 -2.466 -0.152
O 5.759 -2.606 0.512
H 2.871 4.361 1.937
H 2.891 2.833 2.563
O 2.451 3.686 2.436
H -3.316 1.440 -4.636
H -2.072 1.149 -5.746
O -2.538 1.748 -5.154
H -3.169 0.026 -0.199
H -2.363 1.259 -0.820
O -2.977 0.527 -1.062
H 2.174 0.323 -0.161
H 1.342 -0.926 -0.951
O 1.925 -0.640 -0.200
H -2.662 0.716 4.475
O -2.545 1.518 4.978
H 1.925 -1.035 3.614
O 2.219 -1.064 4.526
H -0.276 -1.565 2.521
H 1.122 -1.060 1.776
O 0.654 -1.701 2.429
H 4.960 1.601 2.541
H 5.266 3.130 2.931
O 4.858 2.525 2.371
H -0.114 2.426 -0.512
H -0.832 2.146 -1.786
O -0.001 2.013 -1.339
H -3.835 1.453 -2.288
H -5.418 1.175 -2.775
O -4.576 1.596 -2.881
H -3.976 3.582 -2.943
O -3.090 3.847 -3.308
H 0.227 -2.205 -5.558
H -1.020 -1.872 -4.804
O -0.175 -1.558 -4.939
H 3.494 0.544 -2.647
H 4.883 0.921 -2.245
O 3.984 1.048 -1.895
H -4.095 -2.137 -3.022
H -3.078 -0.916 -3.565
O -3.794 -1.678 -3.787
H 4.019 2.189 -0.119
H 2.673 1.643 -0.406
O 3.346 1.726 0.279
H -1.871 3.860 4.783
H -1.785 3.116 3.629
O -2.426 3.788 3.932
H -0.808 1.821 -4.957
H -0.165 3.238 -4.833
O 0.087 2.290 -5.066
H -1.524 -3.774 0.351
O -1.814 -2.954 0.757
H 0.796 3.333 1.928
H 0.428 4.347 0.923
O 0.251 3.339 1.064
H 2.521 -3.039 -0.948
O 1.582 -3.165 -0.766
H -4.306 -1.600 1.107
H -2.944 -1.205 1.360
O -3.713 -0.789 1.014
H 1.539 3.999 -1.773
H 0.021 4.211 -2.227
O 0.935 4.596 -2.289
H -3.914 -1.279 2.928
H -5.193 -0.469 3.288
O -4.844 -1.414 3.312
H 4.137 -3.371 2.716
H 3.766 -3.583 4.221
O 4.298 -3.847 3.512
H -2.756 4.681 0.157
H -2.501 3.323 -0.592
O -2.135 4.177 -0.358
H 1.306 -1.042 -4.245
H 2.601 -0.421 -5.092
O 2.167 -1.227 -4.700
H -1.470 6.089 -0.292
H -0.187 6.090 -1.233
O -0.378 6.284 -0.334
H -2.700 -1.035 4.384
H -1.882 -2.200 3.725
O -2.105 -1.322 3.652
H 0.722 1.234 -2.792
H 0.682 0.883 -4.272
O 1.207 0.728 -3.420
H -0.880 -1.525 -2.563
H -0.363 -2.934 -2.685
O -0.822 -2.364 -2.115
H 1.987 -4.183 0.721
O 2.271 -4.910 1.136
H 3.941 0.150 3.247
H 4.143 -1.288 3.861
O 4.019 -0.826 2.982
H -1.164 -2.238 0.825
H -3.310 2.088 5.076
H 1.490 -4.044 -1.233
H 1.671 -1.717 4.920
H -3.077 3.742 -4.230
H 2.961 -5.044 1.723
O -4.079 -4.218 0.702
H -3.638 -5.014 0.374
H -4.937 -4.068 0.388
O -0.853 0.010 0.669
H -0.037 0.447 0.641
H -0.802 -0.802 0.045
O 3.561 -2.211 -2.635
H 4.045 -1.943 -3.437
H 2.630 -2.017 -2.871
O -2.121 -4.352 3.505
H -2.418 -3.796 2.730
H -2.635 -4.301 4.316
O -1.447 -6.639 1.118
H -0.576 -6.231 0.975
H -1.903 -6.189 1.869
O 6.358 -0.239 0.454
H 5.946 0.279 1.230
H 5.597 -0.675 0.079
O -4.802 4.235 1.005
H -5.590 3.776 0.727
H -4.996 4.293 1.993
*
```

These are the Löwdin partial charges, in e, on atoms 1 to 5: 0.086, 0.026, -0.095, 0.044, 0.033

=====

Respective orbital gap values: 3.38 9.31 eV.
Respective DFT total energy values: -36445.09719 -83192.96192 eV.